{
  "formula": "C7H12O",
  "method": "the ωB97M-V functional and the def2-TZVPD basis",
  "homo_ev": -9.0,
  "orbital_gap_ev": 9.66,
  "elements": ["C", "C", "C", "O", "H", "H", "H", "H", "H", "H", "C", "C", "C", "C", "H", "H", "H", "H", "H", "H"],
  "positions_angstrom": [[-1.098, -0.368, 3.171], [-0.084, -0.089, 2.295], [0.679, 1.249, 2.312], [0.465, -1.085, 1.429], [-1.348, 0.412, 3.896], [-1.592, -1.314, 3.297], [0.537, 1.732, 3.245], [1.785, 1.087, 2.168], [0.343, 1.990, 1.522], [0.532, -0.744, 0.519], [-0.905, 0.424, -0.967], [-0.455, -0.516, -1.818], [0.369, -0.094, -2.962], [0.906, -1.015, -3.812], [-0.912, 1.466, -1.319], [-1.383, 0.287, 0.019], [-0.589, -1.568, -1.806], [0.454, 0.981, -3.091], [1.540, -0.780, -4.638], [0.757, -2.056, -3.462]]
}